# 1
C6H15N2O2 | the ωB97M-V functional and the def2-TZVPD basis

Geometry as ORCA input:
```
! wB97M-V def2-TZVPD RIJCOSX def2/J DEFGRID3
* xyz 1 1
C -0.35 2.04 -0.89
C 1.10 1.65 -1.05
C 1.66 0.89 0.17
C 1.24 -0.54 0.16
C 1.31 -1.53 -0.76
N 0.80 -2.66 -0.16
C 0.42 -2.39 1.08
N 0.74 -1.13 1.31
H -0.58 2.61 0.03
H -0.57 2.81 -1.63
H -1.12 1.29 -0.96
H 1.64 2.58 -1.15
H 1.28 1.11 -1.98
H 1.29 1.42 1.03
H 2.74 0.97 0.17
H 1.70 -1.56 -1.76
H 0.77 -3.60 -0.52
H -0.01 -3.08 1.78
H 0.35 -0.68 2.13
H -2.17 0.35 1.85
H -1.96 0.72 3.29
O -1.47 0.38 2.52
H -3.18 -0.35 -2.27
H -2.37 -0.64 -1.02
O -3.27 -0.67 -1.37
*
```

The calculation puts the HOMO-LUMO gap at 11.021 eV.

These are the Löwdin partial charges, in e, on atoms 1 to 5:
1. C -0.099
2. C -0.236
3. C -0.116
4. C -0.192
5. C 0.025


# 2
C6H15N2S | the ωB97M-V functional and the def2-TZVPD basis

Geometry as ORCA input:
```
! wB97M-V def2-TZVPD RIJCOSX def2/J DEFGRID3
* xyz 1 1
C -0.62 -1.46 0.91
C 0.36 -0.81 0.28
C -0.67 -3.02 0.94
C 2.01 0.83 -0.16
C 0.04 1.55 0.95
C -0.29 0.75 -1.36
N -1.61 0.50 -1.16
N 0.48 0.60 -0.06
S 0.03 2.40 -2.03
H -1.40 -1.09 1.44
H 1.16 -1.44 -0.02
H 0.15 -3.42 0.52
H -1.65 -3.36 0.63
H -0.49 -3.20 2.12
H 2.30 1.05 0.80
H 2.45 -0.03 -0.49
H 2.25 1.57 -0.89
H 0.50 2.54 0.74
H -0.97 1.45 1.17
H 0.56 1.14 1.89
H 0.42 -0.02 -2.15
H -1.70 -0.55 -1.01
H -2.27 0.96 -1.68
H -1.04 3.04 -1.37
*
```

The structure (SMILES) is C/C=C/[N+](C)(C)[C@@H](N)S. The calculation puts the HOMO-LUMO gap at 10.818 eV.

These are the Löwdin partial charges, in e, on atoms 1 to 5:
1. C -0.078
2. C -0.107
3. C -0.030
4. C 0.045
5. C -0.033


E_LUMO for the records above, in order: -0.1073, -0.1006 Ha
Energy above the lowest of the compared OMol25 structures with the same formula, charge and spin for the records above, in order: 88.9, 308.2 kJ/mol
E_HOMO for the records above, in order: -0.5123, -0.4982 Ha